No. 1
Density functional theory data (ωB97M-V/def2-TZVPD) for an isolated molecule of C3H6N4O2.

Calculated values
Gap between HOMO and LUMO (spin up / spin down) in eV: 7.81 / 7.81
LUMO level (spin up / spin down) in Ha: -0.0262 / -0.0260
HOMO energy (spin up / spin down) in Eh: -0.313 / -0.313

Cartesian coordinates (Å):
C -0.52649 1.18898 0.82068
C -1.58600 -0.49172 -0.46304
C 0.81944 -0.48983 -0.37312
N -1.17267 2.11213 -0.22436
N -1.74788 1.68659 -1.13381
N -0.48703 -0.08321 0.25154
N -2.89817 -0.52270 0.10887
O -3.69060 -1.27903 -0.44102
O -3.19538 0.06345 1.22258
H 0.59106 1.48605 1.10617
H -1.11772 1.30230 1.72140
H -1.37301 -1.27962 -1.22274
H 1.63449 0.19201 0.07462
H 0.94844 -1.62812 -0.16584
H 0.73984 -0.32555 -1.49836

Force components x, y, z for each atom (eV/Å):
C 3.0504 -0.4031 1.7382
C 0.8272 0.6347 -0.6925
C -0.2310 -0.3928 -0.1205
N -0.2293 0.8734 -1.4139
N -0.0172 -0.4990 0.9181
N 0.2265 -0.6587 0.0767
N -0.9710 -0.7445 2.8668
O 0.2956 0.8155 -0.1866
O 1.4826 -0.7988 -3.1166
H -2.5785 -0.1080 -0.8402
H -0.4466 -0.0285 -0.2559
H -0.7494 0.8512 0.7880
H -1.1847 -1.5514 -0.7940
H 0.1635 2.1880 -0.3089
H 0.3619 -0.1779 1.3414

No. 2
Density functional theory data (ωB97M-V/def2-TZVPD) for an isolated molecule of C3H4N2S2.

Calculated values
Gap between HOMO and LUMO in eV: 8.52
LUMO level in Ha: 0.0116
HOMO energy in Eh: -0.302

Cartesian coordinates (Å):
C -0.26118 0.05378 -1.30390
C 1.32027 -1.91509 -0.73592
C -0.50862 -0.24126 -0.04087
N 0.61668 -1.90732 0.29561
N -0.83239 1.91214 1.43453
S 1.09977 -0.73402 -1.96603
S -1.51390 0.34573 1.16793
H -0.53769 0.90602 -1.89349
H 2.03262 -2.71769 -0.76510
H 0.11800 1.85203 1.83200
H -1.53356 2.44567 1.97524

Force components x, y, z for each atom (eV/Å):
C 1.3806 -0.1123 0.7844
C -0.6964 0.0696 0.8174
C 1.1311 -3.1974 0.1676
N -2.6087 3.3432 0.6449
N 0.0121 0.1590 -0.0911
S 1.0240 -0.1568 -2.2075
S -0.1766 -0.0418 0.6550
H -0.6536 0.2629 0.0307
H 0.6129 -0.1725 -0.8142
H -1.0590 0.1916 0.2488
H 1.0335 -0.3456 -0.2361

No. 3
Density functional theory data (ωB97M-V/def2-TZVPD) for a structure of composition CH4F2InNO5S2.

Calculated values
Gap between HOMO and LUMO in eV: 4.41
LUMO level in Ha: -0.5488
Charge: +2
HOMO energy in Eh: -0.711

Cartesian coordinates (Å):
In -12.51920 -15.00755 1.73913
N -14.37871 -14.19336 1.68045
S -14.97448 -12.87406 1.37935
O -15.53534 -12.19671 2.55809
O -15.62221 -12.68104 0.07652
F -13.52094 -12.15534 1.18403
S -15.87659 -14.95780 1.84783
O -16.59492 -15.28650 0.61181
O -16.59107 -14.72043 3.05977
F -15.35129 -16.40874 2.20623
C -9.85649 -15.12528 3.42431
O -11.27134 -15.35536 3.40638
H -9.36054 -15.38406 2.48881
H -9.74399 -14.10690 3.79625
H -9.42601 -15.69930 4.24485
H -11.51750 -15.28735 4.33179

Force components x, y, z for each atom (eV/Å):
In -0.4058 0.2826 0.8822
N 2.1009 -6.8533 2.1280
S -2.5779 15.4746 -3.9723
O 1.3545 -2.4168 -2.3636
O 1.7080 -1.4365 3.3273
F -0.4398 -0.8344 0.2381
S -7.7162 -8.4065 -0.2835
O 2.6335 2.2481 2.3046
O 1.3784 1.6899 -1.0364
F 2.1724 0.1653 -0.2241
C 2.3945 0.8984 1.0866
O -1.3620 -0.6239 -1.6903
H -0.2965 0.2033 0.0389
H 0.3973 0.2665 -0.8254
H -0.1540 -0.6272 -0.2601
H -1.1873 -0.0303 0.6500

ΔE to the lowest compared entry with this formula, charge and spin (kJ/mol)
645.07, 369.25, 100.35
Largest force on an atom (eV/A)
3.54, 4.29, 16.18